C37H56B2BrN8O2PRbS5 as an isolated structure at a distorted geometry, computed with wB97M-V/def2-TZVPD.

The geometry in ORCA input format:
```
! wB97M-V def2-TZVPD RIJCOSX def2/J DEFGRID3
* xyz -2 2
Rb 0.167 -2.688 -1.050
Br 2.680 -5.275 1.528
S 2.176 -0.741 1.311
S 1.481 -4.789 -3.404
S 3.104 -1.860 -2.348
S -1.741 -1.182 2.194
S -0.692 0.543 -2.050
P 2.649 -3.184 -3.748
O 4.021 -3.774 -4.402
O 2.029 -2.508 -5.086
N 0.378 0.911 2.329
N -2.855 -3.675 -1.129
N 1.789 2.265 0.576
N -0.352 1.557 3.259
N -2.175 2.160 0.165
N 0.681 1.678 -0.001
N -1.685 1.106 0.859
N -0.027 -4.822 1.532
C 2.758 2.655 -0.187
C 0.625 -1.278 -6.579
C 0.873 -5.727 1.230
C 3.909 -4.492 -5.624
C 1.442 0.086 2.560
C 5.232 2.494 -0.214
C -1.701 -6.331 0.805
C 0.605 1.493 -1.403
C -5.239 3.949 -0.249
C 1.907 0.020 3.912
C 0.809 -1.796 -5.127
C -2.927 4.415 -1.072
C -4.694 -1.148 1.275
C -0.724 -7.259 0.492
C 4.113 4.729 0.328
C 1.242 0.765 4.829
C -3.963 3.317 -0.910
C -3.843 0.029 0.949
C -1.756 3.148 4.769
C 4.385 -3.627 -6.818
C 4.049 3.169 0.517
C -3.429 2.125 -0.157
C -1.297 -5.102 1.310
C 1.632 2.016 -2.195
C 1.490 1.882 -3.661
C -4.312 1.087 0.207
C -4.334 2.817 -2.330
C -3.928 -4.014 -0.991
C 0.097 1.527 4.455
C 3.053 -0.895 4.248
C 2.670 2.633 -1.606
C 0.606 -6.992 0.719
C 0.273 3.191 6.318
C -2.464 0.025 1.314
C 4.040 2.785 1.966
C -0.702 2.272 5.511
C -1.399 1.242 6.427
B -5.388 -4.517 -0.795
B -0.215 1.084 0.969
H 1.381 -7.665 0.417
H 4.023 1.675 2.067
H 0.920 -0.964 -4.424
H -2.030 4.019 -1.491
H -2.165 0.692 5.881
H 4.069 -4.074 -7.765
H 3.246 5.229 0.816
H 1.519 0.702 5.883
H 1.468 0.833 -3.969
H 5.264 2.687 -1.300
H 4.583 -5.362 -5.584
H -5.752 -0.957 1.121
H -2.013 -4.314 1.570
H 3.971 -0.635 3.698
H -2.757 -6.541 0.597
H -4.825 3.610 -2.872
H 1.046 2.593 6.753
H -1.328 3.872 4.083
H -5.974 3.196 -0.186
H -1.074 -8.181 0.017
H -2.645 4.794 -0.090
H 6.166 2.856 0.216
H -3.478 2.523 -2.919
H 0.554 2.301 -4.007
H 0.427 -2.076 -7.303
H -2.310 3.721 5.500
H -5.650 4.724 -0.915
H -0.174 -0.531 -6.580
H 4.057 5.004 -0.730
H -5.528 -4.996 0.362
H 3.236 -0.922 5.310
H -1.907 1.763 7.246
H -5.014 1.961 -2.245
H -3.375 5.116 -1.715
H 3.179 3.173 2.499
H 1.561 -0.812 -6.921
H 4.971 3.157 2.443
H 5.046 4.994 0.841
H 2.843 -1.912 3.807
H -0.291 3.683 7.086
H -4.469 -1.463 2.277
H 2.268 2.402 -4.203
H -2.430 2.487 4.196
H -5.705 -5.348 -1.618
H -6.088 -3.557 -0.894
H 5.488 -3.532 -6.869
H -0.047 -2.405 -4.785
H -5.357 1.099 -0.094
H 2.895 -4.790 -5.777
H 0.687 3.922 5.683
H -5.061 4.395 0.716
H 5.124 1.429 -0.074
H 3.950 -2.656 -6.764
H -0.702 0.515 6.845
H 3.479 3.012 -2.177
H -4.393 -1.946 0.606
*
```

Computed properties:
Frontier orbital gap (spin up / spin down)   4.5 / 6.6 eV
LUMO level (spin up / spin down)   3.7 / 3.7 eV
E_tot   -7012.369926 Ha
Relative energy (zero: lowest compared OMol25 entry of this formula, charge and spin)   5.0 kcal per mole
<S²>   0.77